Record 1
{
  "formula": "C4H11PS2",
  "method": "the ωB97M-V functional and the def2-TZVPD basis",
  "species": ["C", "C", "C", "C", "P", "S", "S", "H", "H", "H", "H", "H", "H", "H", "H", "H", "H", "H"],
  "xyz": [[1.1458, -0.2742, -0.2772], [-1.0202, 1.1338, 0.7990], [-0.2250, 1.7514, -1.7400], [-0.4281, -2.3177, 0.7623], [-0.5111, 0.2393, -0.8330], [1.2957, -2.1115, 0.2899], [2.3077, -1.8250, 1.9455], [1.7974, -0.1986, -1.1547], [1.3986, 0.1882, 0.6368], [-1.6823, 1.9666, 0.5528], [-1.5651, 0.4163, 1.4138], [-0.0445, 1.4548, 1.1591], [0.2725, 2.5003, -1.1608], [0.4327, 1.5752, -2.7304], [-0.9669, 2.3027, -2.1939], [-0.3129, -2.9241, 1.6904], [-1.0356, -2.5736, -0.0958], [-0.8587, -1.3039, 0.9362]],
  "e_above_lowest_kj_mol": 226.0,
  "total_energy_ev": -35283.753,
  "lumo_energy_ev": 0.75,
  "mol_weight_g_mol": 154.240
}

=====

Record 2
{
  "formula": "C4H6CrF3N5O17",
  "method": "the ωB97M-V functional and the def2-TZVPD basis",
  "species": ["Cr", "N", "O", "O", "O", "N", "O", "O", "O", "N", "O", "O", "O", "N", "O", "O", "O", "N", "O", "O", "O", "C", "O", "O", "C", "F", "F", "F", "C", "C", "H", "H", "H", "H", "H", "H"],
  "xyz": [[10.4379, 15.3866, -2.8512], [13.6755, 15.3791, -2.2514], [12.4704, 15.7986, -2.2745], [14.4609, 15.7396, -3.1307], [14.0183, 14.5883, -1.3703], [11.9774, 16.4302, -5.4229], [10.9742, 16.1160, -4.6756], [12.7809, 15.5760, -5.7368], [12.0274, 17.5930, -5.8309], [10.4256, 18.3646, -1.6506], [10.1348, 17.2339, -2.1371], [11.5458, 18.8474, -1.7979], [9.5336, 18.9999, -1.0722], [10.4143, 13.9040, 0.2097], [9.6846, 14.2352, 1.1589], [10.3050, 14.5421, -0.8819], [11.2396, 13.0010, 0.2657], [12.2620, 12.6219, -3.4939], [13.1243, 12.7818, -4.3475], [11.3321, 13.4872, -3.3387], [12.3106, 11.6671, -2.7034], [7.6937, 14.1319, -3.1007], [8.5835, 13.0223, -3.1843], [8.4594, 15.2069, -3.2834], [6.4386, 14.0452, -4.0510], [6.0247, 12.7863, -4.3513], [5.3815, 14.7229, -3.5974], [6.7773, 14.5518, -5.2636], [8.0853, 11.7452, -2.8758], [9.2501, 10.8817, -2.3966], [8.9043, 9.9621, -1.9112], [9.9019, 10.6299, -3.2329], [9.8770, 11.3780, -1.6535], [7.6821, 11.2600, -3.7701], [7.3432, 11.6919, -2.0678], [7.2242, 14.0833, -2.0947]],
  "s_squared": 3.77,
  "total_energy_ev": -83060.303,
  "lumo_energy_ev": [6.80, 6.80],
  "spin_multiplicity": 4,
  "total_charge": -3,
  "mol_weight_g_mol": 505.100
}

=====

Record 3
{
  "formula": "C7H15ClI2O2PZr",
  "method": "the ωB97M-V functional and the def2-TZVPD basis",
  "species": ["I", "I", "Zr", "P", "C", "C", "H", "H", "H", "C", "H", "H", "H", "H", "H", "H", "C", "O", "Cl", "C", "C", "C", "O", "H", "H", "H", "H", "H", "H"],
  "xyz": [[-1.4748, -1.5953, 0.4672], [-1.6280, 1.9966, 0.2553], [1.0942, 0.2536, 0.2485], [0.3332, 0.0478, -2.3488], [-1.3422, 0.0037, -3.0462], [1.1356, 1.4304, -3.2473], [2.1229, -1.6487, -2.6924], [1.2572, -1.1706, -4.1904], [0.4633, -2.2618, -3.0101], [1.1387, -1.4049, -3.1220], [2.1348, 1.6727, -2.8531], [1.2172, 1.1245, -4.3047], [-1.2489, 0.0077, -4.1374], [-1.9185, 0.8818, -2.7387], [0.4850, 2.3107, -3.1643], [-1.8675, -0.9040, -2.7369], [-3.2373, 0.0911, -0.4661], [-4.3357, -0.0193, -0.7666], [3.2954, 0.2326, -0.5193], [-0.8435, 0.5754, 3.7345], [0.4574, -0.0272, 3.4671], [1.1851, -0.8297, 4.4812], [0.9699, 0.1697, 2.3033], [-0.9658, 0.6494, 4.8180], [-1.6606, -0.0417, 3.3476], [-0.8741, 1.5642, 3.2508], [1.1292, -1.9131, 4.2587], [2.2426, -0.5282, 4.4774], [0.7345, -0.6678, 5.4800]],
  "e_above_lowest_kj_mol": 0.0,
  "total_energy_ev": -50860.415,
  "lumo_energy_ev": -14.92,
  "total_charge": 3,
  "mol_weight_g_mol": 542.654
}